No. 1
Density functional theory data (ωB97M-V/def2-TZVPD) for a structure of composition C36H48AsIrN5SSi.

Structure (ORCA input):
```
! RIJCOSX wB97M-V def2-TZVPD def2/J DEFGRID3
* xyz 2 2
Ir 0.448 -1.952 0.323
C 3.381 -3.740 -1.153
C 3.282 -3.554 0.332
C 4.264 -3.959 1.205
C 4.100 -3.743 2.581
C 2.979 -3.111 3.072
C 2.018 -2.714 2.145
N 2.186 -2.961 0.838
N 0.861 -2.045 2.303
Si 0.153 -1.316 3.750
C -1.302 -0.365 3.078
C 1.412 -0.141 4.477
C -0.349 -2.640 4.943
H 4.014 -2.964 -1.591
H 2.396 -3.690 -1.613
H 3.835 -4.701 -1.386
H 5.147 -4.447 0.818
H 4.869 -4.077 3.266
H 2.837 -2.922 4.128
H -0.972 0.254 2.239
H -1.714 0.298 3.843
H -2.107 -1.020 2.732
H 2.245 0.011 3.784
H 1.819 -0.509 5.421
H 0.957 0.834 4.670
H -1.063 -3.330 4.487
H -0.824 -2.186 5.818
H 0.505 -3.222 5.295
S -1.170 -3.725 0.009
C -2.763 -3.167 0.325
N -3.189 -1.917 0.443
C -4.650 -1.839 0.586
C -5.044 -3.324 0.743
N -3.776 -4.009 0.461
H -2.590 -1.118 0.292
H -5.095 -1.389 -0.300
H -4.923 -1.246 1.455
H -5.815 -3.629 0.040
H -5.380 -3.555 1.751
H -3.661 -5.009 0.452
C -0.443 6.736 0.095
C -0.550 5.252 -0.128
C -1.549 4.501 0.487
C -1.660 3.133 0.286
C -2.775 2.382 0.976
C -0.731 2.509 -0.564
As -0.845 0.585 -0.743
N 0.811 0.037 -0.139
C 1.776 0.680 0.605
C 3.097 0.179 0.514
C 4.133 0.806 1.167
C 3.883 1.935 1.949
C 2.581 2.417 2.086
C 1.534 1.798 1.438
C -0.830 0.214 -2.668
C -1.830 0.884 -3.387
C -2.913 1.701 -2.722
C -1.823 0.804 -4.777
C -0.890 0.047 -5.467
C -0.887 -0.026 -6.968
C 0.031 -0.682 -4.720
C 0.068 -0.628 -3.336
C 1.088 -1.479 -2.638
C 0.297 3.227 -1.185
C 1.364 2.620 -2.063
C 0.355 4.597 -0.952
H -1.233 7.100 0.748
H -0.508 7.267 -0.856
H 0.520 6.988 0.541
H -2.259 4.994 1.141
H -3.311 3.039 1.658
H -2.398 1.539 1.557
H -3.496 1.997 0.251
H 3.280 -0.685 -0.114
H 5.142 0.431 1.062
H 4.699 2.438 2.452
H 2.384 3.282 2.705
H 0.524 2.154 1.578
H -3.311 1.193 -1.839
H -3.741 1.865 -3.409
H -2.545 2.680 -2.412
H -2.578 1.351 -5.331
H -1.683 0.579 -7.398
H -1.018 -1.056 -7.304
H 0.065 0.327 -7.365
H 0.741 -1.320 -5.237
H 1.454 -2.271 -3.288
H 0.625 -1.984 -1.768
H 1.937 -0.897 -2.281
H 1.196 1.567 -2.276
H 2.340 2.720 -1.580
H 1.415 3.148 -3.015
H 1.148 5.165 -1.428
*
```

Properties
Orbital gap (alpha / beta), hartree: 0.188 / 0.171
⟨S²⟩: 0.76
Total energy, Ha: -4701.66794
Strongest force on any atom, eV Å⁻¹: 2.73
Relative energy (zero: lowest compared OMol25 entry of this formula, charge and spin), kJ/mol: 227.3

No. 2
Density functional theory data (ωB97M-V/def2-TZVPD) for a structure of composition C60H70N9O4S3Tl.

Structure (ORCA input):
```
! RIJCOSX wB97M-V def2-TZVPD def2/J DEFGRID3
* xyz 0 1
Tl 0.655 0.861 -0.191
C -1.037 -0.591 6.648
C -0.591 0.392 5.564
C 0.036 -0.279 4.339
C 2.274 -1.677 3.709
C 3.143 -2.772 4.277
C 2.326 -4.013 4.635
C 1.917 -1.723 2.260
N 1.514 -0.448 1.849
C 0.300 0.703 3.125
C -0.473 1.972 3.062
C -1.130 2.425 1.969
C -2.132 3.509 1.976
C -2.554 4.241 3.206
C -3.536 3.426 4.057
C -2.603 3.629 0.726
C -1.859 2.680 -0.123
C -1.959 2.640 -1.503
C -1.180 1.887 -2.410
N -0.371 0.871 -2.073
C 0.297 0.436 -3.214
C 1.257 -0.520 -3.215
C 1.788 -1.311 -2.141
N 1.462 -1.207 -0.800
C 2.064 -2.270 -0.166
C 2.123 -2.594 1.267
C 2.758 -3.051 -1.108
C 2.613 -2.428 -2.348
C 3.199 -2.861 -3.661
C 2.276 -3.777 -4.471
C 3.531 -4.305 -0.816
C 2.651 -5.560 -0.810
C -0.207 1.200 -4.339
C -1.109 2.094 -3.851
C -1.855 3.148 -4.610
C -3.159 2.637 -5.236
C 0.183 0.975 -5.762
C -0.534 -0.247 -6.353
N -1.045 1.940 0.663
C -3.677 4.530 0.216
C -4.985 3.776 -0.053
H -1.190 -0.071 7.594
H -0.301 -1.378 6.824
H -1.979 -1.069 6.381
H 0.132 1.101 5.981
H -1.457 0.965 5.232
H 3.661 -2.401 5.165
H 3.908 -3.027 3.540
H 1.598 -3.782 5.415
H 2.968 -4.816 4.997
H 1.776 -4.381 3.767
H -0.554 2.554 3.971
H -3.023 5.184 2.921
H -1.669 4.491 3.797
H -4.435 3.193 3.485
H -3.829 3.980 4.951
H -3.091 2.480 4.367
H -2.642 3.350 -1.949
H 1.671 -0.756 -4.189
H 2.428 -3.607 1.504
H 4.147 -3.373 -3.481
H 3.436 -1.977 -4.259
H 2.031 -4.676 -3.903
H 2.748 -4.083 -5.407
H 1.340 -3.266 -4.706
H 4.038 -4.218 0.147
H 4.316 -4.420 -1.567
H 1.814 -5.443 -0.118
H 3.221 -6.442 -0.511
H 2.236 -5.747 -1.802
H -1.202 3.543 -5.393
H -2.070 3.981 -3.939
H -2.948 1.987 -6.088
H -3.772 3.469 -5.590
H -3.734 2.062 -4.512
H 1.264 0.834 -5.833
H -0.063 1.861 -6.351
H -0.262 -1.154 -5.810
H -0.278 -0.381 -7.405
H -1.616 -0.128 -6.272
H -3.335 5.009 -0.705
H -3.854 5.327 0.939
H -4.848 3.029 -0.839
H -5.770 4.461 -0.378
H -5.327 3.260 0.846
N 3.658 2.258 2.949
C 4.902 2.764 2.531
C 5.805 3.232 3.470
C 7.070 3.651 3.081
C 7.442 3.583 1.750
C 6.535 3.112 0.808
C 5.264 2.715 1.189
S 4.106 2.207 -0.044
N 2.916 1.415 0.881
C 2.820 1.539 2.151
C 1.874 0.561 2.852
C 2.517 -0.196 4.008
C 1.398 -0.898 4.695
C -0.858 -1.316 3.695
C -0.778 -1.263 2.381
N 0.039 -0.166 1.950
H 3.343 2.491 3.875
H 5.513 3.285 4.514
H 7.763 4.021 3.825
H 8.431 3.891 1.440
H 6.806 3.066 -0.241
H 3.413 0.157 4.497
H 1.535 -1.191 5.729
H -1.443 -2.021 4.270
H -1.226 -1.905 1.639
C -3.459 -4.864 -0.812
C -4.842 -4.216 -0.815
C -4.805 -2.723 -1.102
N -4.086 -2.036 -0.028
C -3.837 -0.714 0.069
S -3.760 0.040 1.552
N -3.642 0.012 -1.083
C -3.192 -0.310 -2.367
O -3.354 0.495 -3.256
C -2.472 -1.595 -2.575
C -1.614 -2.113 -1.615
C -0.910 -3.279 -1.875
C -1.075 -3.929 -3.089
C -1.926 -3.406 -4.057
C -2.614 -2.231 -3.806
H -3.520 -5.911 -0.515
H -2.783 -4.354 -0.123
H -3.010 -4.814 -1.806
H -5.338 -4.376 0.148
H -5.466 -4.684 -1.577
H -5.825 -2.330 -1.165
H -4.314 -2.545 -2.057
H -4.235 -2.431 0.890
H -3.714 1.013 -0.937
H -1.465 -1.589 -0.679
H -0.226 -3.671 -1.131
H -0.528 -4.842 -3.288
H -2.045 -3.910 -5.008
H -3.269 -1.793 -4.548
C 2.386 5.269 -1.317
S 1.294 4.351 -0.261
O -0.002 4.982 -0.366
O 1.864 4.340 1.073
O 1.323 2.992 -0.902
H 2.520 6.262 -0.896
H 1.904 5.323 -2.291
H 3.332 4.736 -1.385
*
```

Properties
Orbital gap, hartree: 0.207
Total energy, Ha: -4489.09996
Strongest force on any atom, eV Å⁻¹: 0.64
Relative energy (zero: lowest compared OMol25 entry of this formula, charge and spin), kJ/mol: 0.0